Density functional theory data (wB97M-V/def2-TZVPD) for C32H42CoF3N6SSi3 as an isolated structure.

Geometry as ORCA input:
```
! wB97M-V def2-TZVPD RIJCOSX def2/J DEFGRID3
* xyz -1 2
H -4.9632 -3.8165 -0.0352
C 3.5749 1.6067 2.2747
H 2.7016 1.7432 2.9105
C -4.4055 -3.0311 0.4555
Si 3.0939 1.2977 0.4725
C -2.2588 2.0094 1.2062
H -0.4913 5.3350 -1.3985
N -0.4263 0.8964 4.6769
C 0.2132 4.6305 -0.9779
C -3.9132 1.3635 -0.9380
C 4.0708 -1.2001 -2.3657
C -0.1079 3.2863 -0.9363
C -4.7207 1.0239 -2.0545
H 1.4540 -2.9180 -2.1031
C 2.2608 -0.2522 0.0124
Si 2.8899 -1.6518 1.0503
C -5.0390 -2.1587 1.3264
C -2.4160 -3.8348 -0.7829
C -2.5758 0.8856 -0.8688
H -1.0874 -0.2536 -1.9227
H -1.6633 2.2988 2.0661
H -4.8640 0.0068 -3.9182
C -1.7185 1.1811 0.2464
H 2.4655 -0.7243 3.3594
N -1.1871 -1.2726 4.1221
H 5.1141 -2.4013 1.9159
C -2.3237 -1.8511 0.8354
H 4.8629 -0.5056 -2.0790
H 5.2430 -1.9165 0.2213
H -5.4265 2.5455 0.0618
F -3.3454 -4.6488 -1.3510
F -1.5319 -4.6597 -0.1881
H -0.9243 -1.1657 3.1366
H 5.2119 -0.6934 1.4838
H 1.3253 -1.9442 -3.5723
H -4.6998 -0.4529 2.5914
C 4.7925 -1.6550 1.1823
H 2.4622 1.8408 -2.5401
N 0.4382 0.9526 2.3552
H 4.1749 0.7955 2.6884
C -2.1066 0.1075 -1.9607
N -2.9591 -1.0378 1.6939
N -1.6462 -0.3315 6.1797
C -4.2326 0.2581 -3.0739
H 2.8592 -3.5465 -0.6113
C 2.5263 -3.3925 0.4160
Si 2.3557 -0.5952 -1.8008
S -0.6026 -1.6668 0.6021
H -6.0958 -2.2373 1.5400
Co 0.1296 0.5118 0.2886
H -3.9443 3.1346 1.9511
H 3.0739 -4.1005 1.0470
H -5.7418 1.3907 -2.0838
C 4.6867 1.7361 -0.4690
C -4.2602 -1.1743 1.9074
H 0.9326 1.0938 -2.9929
H -2.5048 -0.8072 -3.8380
H 4.3142 -2.1725 -1.9298
H 0.1580 -1.7658 -2.2533
C -1.0609 -0.2282 4.9456
N 0.7128 2.3606 -0.4279
C -4.4072 2.1767 0.1094
H 4.0954 -1.3115 -3.4544
H 4.5464 1.7105 -1.5510
C 2.2690 -1.6595 2.8350
H -1.0525 2.9334 -1.3222
H 5.0465 2.7337 -0.1982
H 1.4622 -3.6297 0.4692
C -2.8982 -0.2019 -3.0302
C 1.9319 2.7350 0.0125
C 0.0522 0.9545 3.4441
H 1.1914 -1.8323 2.8439
C -3.5808 2.4984 1.1498
C 1.2078 -1.9266 -2.4828
F -1.7907 -3.2399 -1.8009
H -1.9522 -1.9069 4.2765
H 4.1817 2.5169 2.3182
H 3.2686 4.3580 0.4161
C 1.4261 5.0414 -0.4499
H 1.6942 6.0912 -0.4329
H -1.3700 0.3975 6.8163
H 2.4023 0.7094 -3.8958
H 5.4749 1.0197 -0.2216
C 2.0071 0.9148 -2.8961
H 2.7496 -2.4753 3.3846
H -1.6990 -1.2532 6.5784
C 2.2944 4.0803 0.0323
C -3.0575 -2.8795 0.1872
*
```

Values from the calculation:
energy relative to the best compared isomer or geometry (same formula, charge and spin)	0.0	kcal per mole
HOMO-LUMO gap (alpha / beta)	7.108 / 7.022	eV
LUMO energy (alpha / beta)	2.456 / 2.455	eV
total energy	-123060.7574	eV